Formula: C12H52O20
Source: OMol25
Level of theory: ωB97M-V with the def2-TZVPD basis set

Geometry as XYZ:
```
84
Properties=species:S:1:pos:R:3:lowdin_charge:R:1
O -1.67 -1.12 4.08 -0.035
H -1.66 -0.38 3.48 0.008
H -1.04 -1.74 3.72 0.043
O -1.66 -4.29 -1.70 -0.045
H -1.39 -3.38 -1.58 -0.010
H -2.04 -4.31 -2.58 0.040
O 0.68 3.46 1.89 -0.012
H 0.08 2.83 1.50 0.013
H 1.55 3.11 1.72 0.053
O -3.58 -2.22 1.98 -0.032
H -3.41 -2.97 1.41 0.061
H -3.24 -2.49 2.84 0.043
O 3.00 -0.76 0.82 -0.013
H 3.89 -0.41 0.79 0.078
H 2.88 -1.19 -0.03 0.020
O 3.07 2.22 3.66 -0.054
H 2.66 1.40 3.40 -0.030
H 3.02 2.22 4.62 0.042
O -3.25 -0.49 -2.49 -0.046
H -2.38 -0.82 -2.75 0.006
H -3.62 -1.20 -1.96 0.028
O 1.87 -0.25 3.07 -0.044
H 2.27 -0.34 2.21 -0.018
H 2.36 -0.85 3.63 0.087
C 1.51 -5.85 0.39 -0.246
C 1.72 -4.38 0.30 -0.274
O 1.99 -3.86 1.56 -0.060
O 2.74 -6.51 0.62 -0.052
H 0.92 -6.13 -0.49 0.118
H 0.95 -6.15 1.28 0.131
H 0.84 -3.91 -0.15 0.108
H 2.63 -4.20 -0.27 0.110
H 2.89 -4.06 1.82 0.092
H 3.38 -6.45 -0.10 0.087
C -0.65 5.07 -0.62 -0.124
C -2.12 5.14 -0.23 -0.229
O -2.81 4.17 -0.89 0.049
O 0.00 5.82 0.40 0.138
H -0.54 5.46 -1.63 0.155
H -0.28 4.05 -0.46 0.114
H -2.57 6.11 -0.44 0.161
H -2.20 4.95 0.84 0.142
H -3.68 4.20 -0.48 0.126
H 0.51 5.14 0.85 0.077
C -0.44 0.59 0.51 -0.280
C -0.71 -0.82 -0.02 -0.252
O -0.66 -1.04 -1.39 -0.049
O -0.33 0.74 1.86 -0.038
H -1.13 1.26 -0.01 0.127
H 0.42 0.99 -0.03 0.108
H -1.72 -1.04 0.32 0.112
H -0.09 -1.53 0.52 0.125
H 0.28 -0.85 -1.45 0.070
H 0.38 0.22 2.26 0.042
C 2.77 -1.75 -4.13 -0.257
C 2.07 -2.51 -2.99 -0.223
O 2.54 -1.99 -1.78 -0.100
O 2.65 -2.37 -5.37 -0.033
H 3.81 -1.47 -3.94 0.130
H 2.25 -0.79 -4.17 0.098
H 2.34 -3.56 -3.04 0.124
H 0.98 -2.57 -2.99 0.121
H 3.48 -2.19 -1.83 0.100
H 3.18 -1.78 -5.91 0.093
C 1.78 2.76 -4.17 -0.305
C 1.42 1.78 -3.06 -0.206
O 2.66 1.14 -2.66 -0.073
O 2.53 3.76 -3.66 -0.049
H 0.91 3.36 -4.41 0.124
H 2.27 2.29 -5.03 0.130
H 0.64 1.08 -3.35 0.120
H 0.95 2.40 -2.30 0.095
H 3.34 1.79 -2.47 0.086
H 2.57 4.37 -4.40 0.105
C -4.40 0.64 3.73 -0.192
C -5.02 2.04 3.84 -0.210
O -4.04 3.07 3.77 -0.038
O -4.15 0.39 2.34 -0.018
H -5.03 -0.20 4.03 0.137
H -3.66 0.39 4.49 0.119
H -5.48 2.18 4.82 0.128
H -5.74 2.16 3.03 0.122
H -3.55 2.84 2.98 0.069
H -3.64 -0.39 2.08 0.031
```

Calculated values
Frontier orbital gap (alpha / beta) ... 9.7 / 2.2 eV
LUMO (alpha / beta) ... -2.183 / -9.340 eV
E ... -54223.0841 eV
Expectation value of S² ... 0.7552
Total charge ... +1
2S+1 ... 2



Formula: C12H53IO20
Source: OMol25
Level of theory: ωB97M-V with the def2-TZVPD basis set

Geometry as XYZ:
```
86
Properties=species:S:1:pos:R:3:lowdin_charge:R:1
C 0.17 4.03 -1.12 -0.096
C 0.65 2.78 -1.90 -0.245
C -0.41 1.68 -2.09 -0.200
C -1.37 1.51 -0.90 -0.232
C -1.91 0.07 -0.78 -0.228
C -1.63 -0.58 0.55 -0.656
I -2.52 0.63 2.15 0.888
O -2.21 -1.87 0.53 -0.066
C -1.57 -2.88 1.22 -0.448
O -1.03 -3.74 0.57 0.145
C -1.65 -2.89 2.72 -0.108
C -0.38 -2.37 3.41 -0.164
C 0.90 -2.88 2.74 -0.170
C 2.05 -2.91 3.73 -0.147
O 3.28 -3.48 3.18 -0.046
C 3.31 -3.55 1.83 -0.327
O 3.37 -4.59 1.23 0.109
H -0.91 4.06 -1.00 0.054
H 0.63 4.03 -0.13 0.066
H 0.47 4.94 -1.62 0.046
H 1.50 2.35 -1.36 0.086
H 1.01 3.10 -2.88 0.079
H -0.97 1.84 -3.01 0.113
H 0.13 0.73 -2.20 0.085
H -2.21 2.20 -1.00 0.088
H -0.82 1.77 0.01 0.078
H -1.47 -0.58 -1.54 0.122
H -2.99 0.04 -0.93 0.093
H -0.56 -0.63 0.74 0.087
H -2.51 -2.27 3.02 0.081
H -1.85 -3.91 3.04 0.096
H -0.37 -1.28 3.44 0.078
H -0.38 -2.70 4.45 0.120
H 1.13 -2.19 1.92 0.096
H 0.71 -3.87 2.33 0.118
H 1.77 -3.56 4.56 0.139
H 2.21 -1.92 4.14 0.081
H 3.30 -2.58 1.32 0.147
O 1.43 5.35 -3.79 -0.062
H 2.26 5.01 -4.14 0.013
H 0.94 5.60 -4.58 0.009
O 3.95 3.48 -2.31 -0.041
H 3.96 4.02 -1.52 0.049
H 4.04 2.58 -1.99 0.043
O 0.92 -6.63 0.69 -0.056
H 1.76 -6.18 0.88 0.002
H 0.26 -5.94 0.76 0.005
O -5.58 -0.11 -0.40 -0.061
H -5.29 -0.40 0.47 0.019
H -5.48 -0.90 -0.95 0.053
O 2.97 0.45 2.59 -0.043
H 3.17 0.94 3.39 0.035
H 3.07 -0.47 2.84 -0.003
O -0.83 4.98 -6.19 -0.048
H -1.59 4.57 -6.62 0.037
H -0.93 5.92 -6.38 0.037
O 1.46 -1.08 -0.75 -0.039
H 1.78 -1.37 0.11 -0.006
H 1.62 -1.85 -1.32 0.024
O -8.63 -0.53 -1.67 -0.073
H -7.82 -0.41 -1.17 -0.014
H -9.07 0.32 -1.53 0.013
O -8.25 1.55 0.36 -0.045
H -7.40 1.61 0.80 0.030
H -8.67 2.40 0.51 0.043
O -1.77 -6.11 2.98 -0.046
H -1.53 -6.52 3.82 0.047
H -1.68 -6.81 2.33 0.047
O 2.95 -3.49 -1.52 -0.046
H 3.35 -3.73 -0.68 0.004
H 2.85 -4.33 -1.98 0.055
O 3.10 5.57 -6.21 -0.055
H 3.93 5.15 -6.45 0.017
H 2.66 5.79 -7.04 0.039
O 1.89 -0.40 5.64 -0.047
H 1.17 0.10 6.03 0.054
H 2.59 -0.36 6.31 0.054
O 5.92 -2.80 4.58 -0.053
H 5.08 -3.16 4.27 0.001
H 5.87 -1.86 4.42 0.028
O 4.70 3.26 -5.55 -0.047
H 4.78 3.17 -4.59 0.019
H 4.83 2.37 -5.90 0.043
O -3.60 4.09 0.09 -0.062
H -3.50 4.81 0.72 0.039
H -4.48 3.73 0.25 0.030
```

Calculated values
Frontier orbital gap ... 9.2 eV
LUMO ... -0.302 eV
E ... -62354.2925 eV



Repeat the first record exactly.
Formula: C12H52O20
Source: OMol25
Level of theory: ωB97M-V with the def2-TZVPD basis set

Geometry as XYZ:
```
84
Properties=species:S:1:pos:R:3:lowdin_charge:R:1
O -1.67 -1.12 4.08 -0.035
H -1.66 -0.38 3.48 0.008
H -1.04 -1.74 3.72 0.043
O -1.66 -4.29 -1.70 -0.045
H -1.39 -3.38 -1.58 -0.010
H -2.04 -4.31 -2.58 0.040
O 0.68 3.46 1.89 -0.012
H 0.08 2.83 1.50 0.013
H 1.55 3.11 1.72 0.053
O -3.58 -2.22 1.98 -0.032
H -3.41 -2.97 1.41 0.061
H -3.24 -2.49 2.84 0.043
O 3.00 -0.76 0.82 -0.013
H 3.89 -0.41 0.79 0.078
H 2.88 -1.19 -0.03 0.020
O 3.07 2.22 3.66 -0.054
H 2.66 1.40 3.40 -0.030
H 3.02 2.22 4.62 0.042
O -3.25 -0.49 -2.49 -0.046
H -2.38 -0.82 -2.75 0.006
H -3.62 -1.20 -1.96 0.028
O 1.87 -0.25 3.07 -0.044
H 2.27 -0.34 2.21 -0.018
H 2.36 -0.85 3.63 0.087
C 1.51 -5.85 0.39 -0.246
C 1.72 -4.38 0.30 -0.274
O 1.99 -3.86 1.56 -0.060
O 2.74 -6.51 0.62 -0.052
H 0.92 -6.13 -0.49 0.118
H 0.95 -6.15 1.28 0.131
H 0.84 -3.91 -0.15 0.108
H 2.63 -4.20 -0.27 0.110
H 2.89 -4.06 1.82 0.092
H 3.38 -6.45 -0.10 0.087
C -0.65 5.07 -0.62 -0.124
C -2.12 5.14 -0.23 -0.229
O -2.81 4.17 -0.89 0.049
O 0.00 5.82 0.40 0.138
H -0.54 5.46 -1.63 0.155
H -0.28 4.05 -0.46 0.114
H -2.57 6.11 -0.44 0.161
H -2.20 4.95 0.84 0.142
H -3.68 4.20 -0.48 0.126
H 0.51 5.14 0.85 0.077
C -0.44 0.59 0.51 -0.280
C -0.71 -0.82 -0.02 -0.252
O -0.66 -1.04 -1.39 -0.049
O -0.33 0.74 1.86 -0.038
H -1.13 1.26 -0.01 0.127
H 0.42 0.99 -0.03 0.108
H -1.72 -1.04 0.32 0.112
H -0.09 -1.53 0.52 0.125
H 0.28 -0.85 -1.45 0.070
H 0.38 0.22 2.26 0.042
C 2.77 -1.75 -4.13 -0.257
C 2.07 -2.51 -2.99 -0.223
O 2.54 -1.99 -1.78 -0.100
O 2.65 -2.37 -5.37 -0.033
H 3.81 -1.47 -3.94 0.130
H 2.25 -0.79 -4.17 0.098
H 2.34 -3.56 -3.04 0.124
H 0.98 -2.57 -2.99 0.121
H 3.48 -2.19 -1.83 0.100
H 3.18 -1.78 -5.91 0.093
C 1.78 2.76 -4.17 -0.305
C 1.42 1.78 -3.06 -0.206
O 2.66 1.14 -2.66 -0.073
O 2.53 3.76 -3.66 -0.049
H 0.91 3.36 -4.41 0.124
H 2.27 2.29 -5.03 0.130
H 0.64 1.08 -3.35 0.120
H 0.95 2.40 -2.30 0.095
H 3.34 1.79 -2.47 0.086
H 2.57 4.37 -4.40 0.105
C -4.40 0.64 3.73 -0.192
C -5.02 2.04 3.84 -0.210
O -4.04 3.07 3.77 -0.038
O -4.15 0.39 2.34 -0.018
H -5.03 -0.20 4.03 0.137
H -3.66 0.39 4.49 0.119
H -5.48 2.18 4.82 0.128
H -5.74 2.16 3.03 0.122
H -3.55 2.84 2.98 0.069
H -3.64 -0.39 2.08 0.031
```

Calculated values
Frontier orbital gap (alpha / beta) ... 9.7 / 2.2 eV
LUMO (alpha / beta) ... -2.183 / -9.340 eV
E ... -54223.0841 eV
Expectation value of S² ... 0.7552
Total charge ... +1
2S+1 ... 2



- Look up the E of the first one.
  -54223.0841 eV



Repeat the first record exactly.
Formula: C12H52O20
Source: OMol25
Level of theory: ωB97M-V with the def2-TZVPD basis set

Geometry as XYZ:
```
84
Properties=species:S:1:pos:R:3:lowdin_charge:R:1
O -1.67 -1.12 4.08 -0.035
H -1.66 -0.38 3.48 0.008
H -1.04 -1.74 3.72 0.043
O -1.66 -4.29 -1.70 -0.045
H -1.39 -3.38 -1.58 -0.010
H -2.04 -4.31 -2.58 0.040
O 0.68 3.46 1.89 -0.012
H 0.08 2.83 1.50 0.013
H 1.55 3.11 1.72 0.053
O -3.58 -2.22 1.98 -0.032
H -3.41 -2.97 1.41 0.061
H -3.24 -2.49 2.84 0.043
O 3.00 -0.76 0.82 -0.013
H 3.89 -0.41 0.79 0.078
H 2.88 -1.19 -0.03 0.020
O 3.07 2.22 3.66 -0.054
H 2.66 1.40 3.40 -0.030
H 3.02 2.22 4.62 0.042
O -3.25 -0.49 -2.49 -0.046
H -2.38 -0.82 -2.75 0.006
H -3.62 -1.20 -1.96 0.028
O 1.87 -0.25 3.07 -0.044
H 2.27 -0.34 2.21 -0.018
H 2.36 -0.85 3.63 0.087
C 1.51 -5.85 0.39 -0.246
C 1.72 -4.38 0.30 -0.274
O 1.99 -3.86 1.56 -0.060
O 2.74 -6.51 0.62 -0.052
H 0.92 -6.13 -0.49 0.118
H 0.95 -6.15 1.28 0.131
H 0.84 -3.91 -0.15 0.108
H 2.63 -4.20 -0.27 0.110
H 2.89 -4.06 1.82 0.092
H 3.38 -6.45 -0.10 0.087
C -0.65 5.07 -0.62 -0.124
C -2.12 5.14 -0.23 -0.229
O -2.81 4.17 -0.89 0.049
O 0.00 5.82 0.40 0.138
H -0.54 5.46 -1.63 0.155
H -0.28 4.05 -0.46 0.114
H -2.57 6.11 -0.44 0.161
H -2.20 4.95 0.84 0.142
H -3.68 4.20 -0.48 0.126
H 0.51 5.14 0.85 0.077
C -0.44 0.59 0.51 -0.280
C -0.71 -0.82 -0.02 -0.252
O -0.66 -1.04 -1.39 -0.049
O -0.33 0.74 1.86 -0.038
H -1.13 1.26 -0.01 0.127
H 0.42 0.99 -0.03 0.108
H -1.72 -1.04 0.32 0.112
H -0.09 -1.53 0.52 0.125
H 0.28 -0.85 -1.45 0.070
H 0.38 0.22 2.26 0.042
C 2.77 -1.75 -4.13 -0.257
C 2.07 -2.51 -2.99 -0.223
O 2.54 -1.99 -1.78 -0.100
O 2.65 -2.37 -5.37 -0.033
H 3.81 -1.47 -3.94 0.130
H 2.25 -0.79 -4.17 0.098
H 2.34 -3.56 -3.04 0.124
H 0.98 -2.57 -2.99 0.121
H 3.48 -2.19 -1.83 0.100
H 3.18 -1.78 -5.91 0.093
C 1.78 2.76 -4.17 -0.305
C 1.42 1.78 -3.06 -0.206
O 2.66 1.14 -2.66 -0.073
O 2.53 3.76 -3.66 -0.049
H 0.91 3.36 -4.41 0.124
H 2.27 2.29 -5.03 0.130
H 0.64 1.08 -3.35 0.120
H 0.95 2.40 -2.30 0.095
H 3.34 1.79 -2.47 0.086
H 2.57 4.37 -4.40 0.105
C -4.40 0.64 3.73 -0.192
C -5.02 2.04 3.84 -0.210
O -4.04 3.07 3.77 -0.038
O -4.15 0.39 2.34 -0.018
H -5.03 -0.20 4.03 0.137
H -3.66 0.39 4.49 0.119
H -5.48 2.18 4.82 0.128
H -5.74 2.16 3.03 0.122
H -3.55 2.84 2.98 0.069
H -3.64 -0.39 2.08 0.031
```

Calculated values
Frontier orbital gap (alpha / beta) ... 9.7 / 2.2 eV
LUMO (alpha / beta) ... -2.183 / -9.340 eV
E ... -54223.0841 eV
Expectation value of S² ... 0.7552
Total charge ... +1
2S+1 ... 2



- The highest E belongs to which entry?
  C12H52O20